C5H15N3 | ωB97M-V/def2-TZVPD

Values from the calculation:
- Structure (SMILES): C[C@H](N)CNCCN
- Molar mass: 117.196 g/mol
- Gap between HOMO and LUMO: 9.639 eV

Structure (XYZ):
```
23
C5H15N3 ωB97M-V/def2-TZVPD
C -0.509 2.029 -0.375
C -1.413 1.293 0.561
N -0.975 1.478 1.948
C -1.736 -0.196 0.118
N -0.578 -1.042 0.340
C 0.382 -1.296 -0.759
C 1.754 -1.336 -0.025
N 2.906 -1.368 -1.007
H 0.474 1.548 -0.549
H -0.747 2.248 -1.411
H -0.101 2.967 0.048
H -2.421 1.742 0.549
H -1.373 0.777 2.564
H 0.022 1.262 1.915
H -2.292 -0.276 -0.823
H -2.531 -0.540 0.808
H -0.779 -1.927 0.783
H 0.323 -0.383 -1.368
H 0.192 -2.210 -1.309
H 1.875 -2.179 0.662
H 1.784 -0.335 0.396
H 2.602 -1.846 -1.844
H 3.142 -0.409 -1.222
```

=====

C4H11NO2 | ωB97M-V/def2-TZVPD

Values from the calculation:
- Molar mass: 105.137 g/mol
- Gap between HOMO and LUMO: 9.745 eV

Structure (XYZ):
```
18
C4H11NO2 ωB97M-V/def2-TZVPD
C 0.309 -0.229 0.538
C -0.273 -1.616 0.813
C -0.288 0.790 1.522
O 1.733 -0.223 0.630
H 1.992 -0.458 1.531
H 0.318 -0.483 -0.918
H -0.126 -1.895 1.862
H 0.210 -2.374 0.195
H -1.346 -1.631 0.609
H 0.141 1.779 1.356
H -1.371 0.854 1.414
H -0.063 0.488 2.551
N -0.401 1.386 -1.583
C -0.123 0.636 -2.584
O -0.177 0.498 -3.768
H -0.069 0.668 -0.508
H -0.772 2.311 -1.739
H 0.306 -0.501 -1.921
```

=====

C26H51BN2O9P2 | ωB97M-V/def2-TZVPD

Values from the calculation:
- Structure (SMILES): CCCCCCCCCCB([PH2]=N)P(N)O.O=C1CCCO1.O=C1CCCO1.O=C1CCCO1.O=C1CCCO1
- Molar mass: 608.459 g/mol
- Gap between HOMO and LUMO: 7.510 eV

Structure (XYZ):
```
91
C26H51BN2O9P2 ωB97M-V/def2-TZVPD
C -2.978 -3.488 -4.551
C -3.500 -3.872 -3.170
C -3.693 -2.644 -2.262
C -2.509 -2.397 -1.325
C -2.420 -0.956 -0.828
C -1.182 -0.694 0.023
C -1.171 -1.395 1.395
C 0.176 -2.058 1.667
C 0.392 -2.493 3.116
C 1.592 -3.472 3.264
B 2.698 -2.942 2.302
P 3.783 -1.403 2.718
N 4.446 -0.758 1.450
P 3.257 -3.654 0.619
N 2.940 -2.458 -0.602
O 2.027 -4.749 0.352
H -3.563 -2.677 -4.985
H -2.974 -4.330 -5.246
H -1.952 -3.120 -4.475
H -2.768 -4.538 -2.700
H -4.427 -4.444 -3.250
H -4.613 -2.747 -1.680
H -3.813 -1.756 -2.890
H -2.562 -3.088 -0.477
H -1.584 -2.635 -1.868
H -3.316 -0.690 -0.259
H -2.398 -0.308 -1.709
H -1.042 0.380 0.161
H -0.304 -1.058 -0.530
H -1.951 -2.160 1.431
H -1.380 -0.668 2.181
H 0.292 -2.932 1.016
H 0.967 -1.345 1.385
H -0.517 -2.963 3.498
H 0.573 -1.611 3.737
H 1.281 -4.484 3.000
H 1.918 -3.482 4.309
H 4.570 -1.770 3.839
H 2.848 -0.574 3.396
H 5.432 -0.543 1.491
H 3.059 -1.510 -0.256
H 1.970 -2.549 -0.901
H 1.959 -5.013 -0.568
O -2.752 1.418 1.786
C -2.344 2.518 2.026
C -1.101 2.909 2.805
C -1.331 4.385 3.106
C -2.203 4.809 1.929
O -2.967 3.633 1.586
H -0.240 2.748 2.152
H -0.992 2.269 3.677
H -0.421 4.977 3.180
H -1.887 4.493 4.038
H -1.614 5.102 1.060
H -2.901 5.607 2.157
O -1.781 -0.354 -4.340
C -1.069 0.537 -3.981
C 0.224 0.447 -3.193
C 0.406 1.864 -2.666
C -0.298 2.685 -3.743
O -1.349 1.838 -4.237
H 1.017 0.150 -3.882
H 0.134 -0.317 -2.425
H 1.443 2.160 -2.524
H -0.118 1.975 -1.715
H 0.368 2.925 -4.575
H -0.756 3.601 -3.378
O 9.546 -6.919 -0.683
C 8.546 -6.354 -0.353
C 7.338 -6.918 0.373
C 6.268 -5.860 0.139
C 7.104 -4.596 -0.016
O 8.347 -5.035 -0.593
H 7.605 -7.013 1.429
H 7.103 -7.908 -0.008
H 5.529 -5.771 0.930
H 5.739 -6.068 -0.793
H 7.319 -4.127 0.948
H 6.668 -3.852 -0.677
O -2.298 7.796 0.984
C -3.314 8.428 0.957
C -4.266 8.637 -0.204
C -5.113 9.819 0.251
C -5.071 9.663 1.768
O -3.790 9.069 2.050
H -4.853 7.722 -0.317
H -3.706 8.796 -1.121
H -6.128 9.820 -0.140
H -4.633 10.755 -0.038
H -5.846 8.986 2.133
H -5.128 10.599 2.317
```

=====

C39H19Cl2F14N10O3SW | ωB97M-V/def2-TZVPD

Values from the calculation:
- Molar mass: 1228.433 g/mol
- Total charge: +1
- Gap between HOMO and LUMO (alpha / beta): 5.892 / 5.314 eV
- 2S+1: 3

Structure (XYZ):
```
89
C39H19Cl2F14N10O3SW ωB97M-V/def2-TZVPD
W -2.257 -0.778 0.924
C -0.940 1.605 2.429
N -1.729 1.371 1.124
C -0.883 1.776 -0.046
C 0.614 1.550 0.055
N 1.213 0.152 0.085
C 2.431 0.215 -0.641
C 2.525 -0.438 -1.803
F 1.508 -1.130 -2.243
C 3.644 -0.394 -2.635
F 3.595 -0.894 -3.850
C 4.715 0.422 -2.220
F 5.846 0.349 -2.867
C 4.710 1.053 -0.989
F 5.805 1.718 -0.514
C 3.525 0.998 -0.212
F 3.443 1.496 1.029
C -2.961 2.219 1.226
C -3.870 1.497 2.195
N -3.732 0.073 1.914
C -4.497 -0.754 2.841
C -3.996 -0.999 4.082
F -2.943 -0.298 4.563
C -4.559 -1.967 4.990
F -4.136 -2.233 6.163
C -5.588 -2.771 4.450
F -6.024 -3.780 5.186
C -6.013 -2.610 3.142
F -6.908 -3.449 2.564
C -5.531 -1.569 2.327
F -5.699 -1.649 0.988
H -0.667 2.705 2.555
H -0.049 1.023 2.431
H -1.574 1.383 3.224
H -0.963 2.901 -0.204
H -1.144 1.290 -0.963
H 1.009 2.120 0.923
H 0.961 2.141 -0.776
H -3.303 2.406 0.211
H -2.724 3.183 1.660
H -4.877 1.994 2.015
H -3.551 1.746 3.202
Cl -2.753 -3.259 1.281
C -2.081 -4.437 0.001
Cl -3.181 -4.662 -1.292
H -1.953 -5.372 0.551
H -1.150 -4.064 -0.376
O 0.275 3.934 -1.324
S 1.085 3.941 -2.568
O 1.609 5.237 -2.943
O 2.046 2.875 -2.614
C -0.167 3.393 -3.793
N -0.253 3.965 -4.979
C -1.147 3.401 -5.790
C -2.129 2.415 -5.309
C -1.860 1.920 -4.066
N -0.911 2.434 -3.301
C -2.521 0.772 -3.348
C -1.697 -0.312 -3.109
C -1.879 -1.071 -2.024
N -2.887 -0.824 -1.149
C -3.803 0.084 -1.505
C -3.654 0.905 -2.614
H -1.123 3.736 -6.811
H -2.824 2.023 -6.061
H -0.894 -0.453 -3.737
H -1.183 -1.884 -1.856
H -4.632 0.278 -0.860
H -4.304 1.777 -2.814
F 3.106 -3.358 -0.310
C 3.793 -2.475 0.435
C 5.166 -2.358 0.251
F 5.788 -3.064 -0.693
C 5.931 -1.378 0.970
C 5.235 -0.726 2.003
C 3.891 -0.935 2.271
F 3.371 -0.317 3.324
C 3.136 -1.810 1.504
C 1.683 -1.708 1.605
C 0.886 -0.857 0.919
N -0.526 -1.031 0.937
C 1.086 -2.777 2.368
N 0.721 -3.566 3.152
F 5.836 0.286 2.653
C 7.342 -1.080 0.730
C 8.059 -0.030 1.361
N 8.616 0.698 2.044
C 8.013 -1.686 -0.365
N 8.411 -2.253 -1.285
```

=====

C28H26N5O7PSn | ωB97M-V/def2-TZVPD

Values from the calculation:
- Molar mass: 694.229 g/mol
- Total charge: +4
- Gap between HOMO and LUMO (alpha / beta): 4.398 / 3.919 eV

Structure (XYZ):
```
68
C28H26N5O7PSn ωB97M-V/def2-TZVPD
Sn 0.069 -0.044 0.191
O 4.633 -4.646 5.854
C 3.847 -4.721 4.846
O 3.635 -5.684 4.161
C 2.950 -3.561 4.377
C 2.899 -3.295 3.003
C 1.988 -2.388 2.511
C 1.031 -1.820 3.363
C 1.141 -2.037 4.748
C 2.064 -2.936 5.251
N -0.013 -1.109 2.784
C -1.175 -1.089 3.338
C -2.262 -0.287 2.823
C -3.420 -0.111 3.587
C -4.420 0.735 3.123
C -4.249 1.343 1.888
C -3.082 1.085 1.170
N -2.103 0.312 1.623
H 4.764 -3.826 6.359
H 3.568 -3.811 2.330
H 1.943 -2.165 1.446
H 0.503 -1.505 5.437
H 2.084 -3.126 6.315
H -1.407 -1.685 4.224
H -3.522 -0.608 4.539
H -5.308 0.918 3.714
H -5.002 2.006 1.486
H -2.928 1.529 0.190
O 6.779 -3.382 -3.083
N 5.645 -3.372 -3.438
O 5.090 -4.012 -4.280
C 4.789 -2.387 -2.690
C 5.425 -1.302 -2.181
C 4.695 -0.303 -1.473
C 5.302 0.880 -1.014
C 4.538 1.789 -0.317
C 3.197 1.489 -0.072
N 2.592 0.392 -0.503
C 3.318 -0.496 -1.217
C 2.660 -1.667 -1.738
N 1.353 -1.838 -1.476
C 0.711 -2.883 -1.964
C 1.330 -3.835 -2.778
C 2.670 -3.697 -3.048
C 3.387 -2.608 -2.524
H 6.495 -1.186 -2.302
H 6.345 1.064 -1.222
H 4.961 2.720 0.026
H 2.580 2.178 0.497
H -0.337 -2.980 -1.699
H 0.761 -4.668 -3.160
H 3.176 -4.425 -3.671
C 0.098 3.184 -5.170
O -0.791 2.520 -4.285
P -0.587 1.351 -3.231
O -0.431 2.034 -1.749
C -1.089 3.302 -1.533
O -2.090 0.834 -3.059
C -2.913 0.396 -4.127
H -0.522 3.879 -5.749
H 0.557 2.485 -5.876
H 0.860 3.750 -4.634
H -0.520 4.120 -1.975
H -1.137 3.455 -0.455
H -2.097 3.292 -1.951
H -3.941 0.688 -3.889
H -2.893 -0.695 -4.197
H -2.631 0.848 -5.076
```

=====

C5H8O | ωB97M-V/def2-TZVPD

Values from the calculation:
- Structure (SMILES): C1CC1[C@H]1CO1
- Molar mass: 84.118 g/mol
- Gap between HOMO and LUMO: 10.587 eV

Structure (XYZ):
```
14
C5H8O ωB97M-V/def2-TZVPD
C 0.416 -1.475 -0.874
C -0.767 -1.463 0.006
C 0.418 -0.435 0.194
C 0.173 0.982 -0.218
C 0.109 2.055 0.769
O 1.205 1.964 -0.127
H 0.189 -1.065 -1.854
H 1.095 -2.318 -0.886
H -0.793 -2.282 0.734
H -1.724 -1.052 -0.268
H 0.308 -0.698 1.230
H -0.406 1.098 -1.141
H -0.590 2.881 0.634
H 0.367 1.808 1.799
```

=====

C5H12O2 | ωB97M-V/def2-TZVPD

Values from the calculation:
- Structure (SMILES): CC/C=C/CO.O
- Molar mass: 104.149 g/mol
- Gap between HOMO and LUMO: 9.859 eV

Structure (XYZ):
```
19
C5H12O2 ωB97M-V/def2-TZVPD
C -0.727 1.098 2.278
C -1.135 1.015 0.805
C -0.077 0.490 -0.128
C -0.306 -0.086 -1.310
C 0.815 -0.518 -2.218
O 1.870 -1.072 -1.440
H -1.509 1.603 2.857
H -0.563 0.100 2.698
H 0.196 1.678 2.404
H -1.382 2.023 0.447
H -2.048 0.412 0.707
H 0.961 0.615 0.188
H -1.327 -0.229 -1.664
H 1.180 0.361 -2.769
H 0.454 -1.241 -2.965
H 2.647 -1.147 -2.008
O 0.114 -1.837 1.054
H 1.058 -1.713 0.892
H -0.244 -1.617 0.179
```

=====

C4H11NO3 | ωB97M-V/def2-TZVPD

Values from the calculation:
- Structure (SMILES): C[C@@H](O)CNC=O.O
- Molar mass: 121.136 g/mol
- Gap between HOMO and LUMO: 10.850 eV

Structure (XYZ):
```
19
C4H11NO3 ωB97M-V/def2-TZVPD
C -1.463 -0.492 -1.539
C -0.108 -0.754 -0.901
O 0.792 0.254 -1.414
C -0.196 -0.701 0.612
N 1.052 -1.015 1.263
C 1.789 -0.015 1.813
O 1.450 1.147 1.877
H -1.697 -1.161 -2.362
H -1.472 0.526 -1.915
H -2.265 -0.599 -0.811
H 0.356 -1.689 -1.230
H 1.362 0.604 -0.722
H -0.554 0.269 0.917
H -1.002 -1.351 0.909
H 1.444 -1.935 1.178
H 2.751 -0.390 2.199
O -1.132 2.499 0.070
H -0.616 2.373 -0.735
H -0.491 2.430 0.792
```

=====

C5H7N | ωB97M-V/def2-TZVPD

Values from the calculation:
- Molar mass: 81.118 g/mol
- Gap between HOMO and LUMO: 8.005 eV

Structure (XYZ):
```
13
C5H7N ωB97M-V/def2-TZVPD
C -0.940 0.958 -0.868
C -0.567 -0.833 0.661
C -0.222 -0.350 -0.722
C 1.178 -0.137 -0.204
N 1.258 0.633 0.864
C 0.541 -0.458 1.410
H -2.020 0.871 -0.873
H -0.541 1.622 -1.641
H -1.295 -1.574 0.966
H -0.234 -1.073 -1.546
H 2.137 -0.379 -0.639
H -0.145 1.515 0.200
H 0.850 -0.795 2.391
```

=====

C3H10O2 | ωB97M-V/def2-TZVPD

Values from the calculation:
- Structure (SMILES): C=CC.O.O
- Molar mass: 78.111 g/mol
- Gap between HOMO and LUMO: 10.907 eV

Structure (XYZ):
```
15
C3H10O2 ωB97M-V/def2-TZVPD
C 2.115 0.020 -0.223
C 1.354 -0.898 -0.838
C 0.061 -1.476 -0.490
H 3.024 0.399 -0.644
H 1.851 0.512 0.789
H 1.616 -1.192 -1.809
H -0.032 -2.593 -0.430
H -0.313 -1.039 0.501
H -0.703 -1.173 -1.208
O -0.648 1.683 -0.847
H 0.072 1.051 -1.101
H -0.627 2.116 -1.692
O -2.181 0.212 2.229
H -1.938 1.122 2.126
H -1.496 -0.235 1.723
```

=====

C45H55N3O5S2 | ωB97M-V/def2-TZVPD

Values from the calculation:
- Molar mass: 782.085 g/mol
- Gap between HOMO and LUMO: 5.372 eV

Structure (XYZ):
```
110
C45H55N3O5S2 ωB97M-V/def2-TZVPD
C 0.291 4.755 0.016
C 1.683 4.529 -0.578
C 2.495 5.830 -0.522
C 1.620 3.919 -1.991
C 1.550 4.790 -3.075
C 1.292 4.319 -4.362
C 1.014 2.973 -4.554
C 1.051 2.081 -3.482
C 0.481 0.675 -3.702
C 1.392 -0.095 -4.652
C -0.944 0.697 -4.277
C 1.536 2.530 -2.240
N 1.593 1.602 -1.131
N 0.603 1.753 -0.220
N 0.767 0.775 0.685
C -0.346 0.347 1.555
C -1.060 -0.823 1.239
C -1.045 -1.350 -0.195
C -1.952 -0.477 -1.061
C -1.382 -2.838 -0.310
C -1.886 -1.420 2.199
C -2.139 -0.788 3.414
C -1.574 0.457 3.642
C -0.719 1.056 2.707
C -0.253 2.483 2.993
C 0.531 2.568 4.307
C -1.435 3.467 3.022
C 1.887 0.011 0.334
C 2.217 -1.066 1.237
C 2.395 -2.331 0.656
C 2.550 -3.447 1.468
C 2.529 -3.288 2.860
C 2.352 -2.026 3.454
C 2.194 -0.909 2.645
C 2.366 0.465 -0.869
C 3.406 0.077 -1.919
H -0.262 3.807 -0.001
H 0.381 5.096 1.059
H -0.272 5.519 -0.546
H 2.196 3.794 0.055
H 3.449 5.721 -1.052
H 1.946 6.685 -0.946
H 2.714 6.064 0.527
H 1.692 5.859 -2.907
H 1.256 5.017 -5.202
H 0.730 2.594 -5.540
H 0.453 0.171 -2.722
H 2.447 0.012 -4.362
H 1.126 -1.160 -4.643
H 1.301 0.310 -5.671
H -1.627 1.268 -3.636
H -0.938 1.145 -5.281
H -1.315 -0.334 -4.360
H -0.008 -1.225 -0.544
H -1.625 0.571 -1.009
H -1.917 -0.802 -2.106
H -2.992 -0.532 -0.705
H -0.742 -3.423 0.362
H -2.437 -3.033 -0.075
H -1.181 -3.160 -1.338
H -2.363 -2.382 1.985
H -2.775 -1.265 4.162
H -1.800 0.980 4.570
H 0.401 2.734 2.149
H 1.349 1.839 4.321
H 0.954 3.573 4.414
H -0.127 2.369 5.166
H -2.018 3.414 2.095
H -2.108 3.246 3.862
H -1.067 4.494 3.140
H 2.330 -2.381 -0.434
H 2.699 -4.416 0.987
H 2.675 -4.163 3.493
H 2.348 -1.925 4.545
H 2.034 0.083 3.070
H 2.839 -0.305 -2.790
H 3.822 1.009 -2.305
C 10.692 0.775 -3.627
O 10.150 0.179 -2.417
C 8.807 0.129 -2.198
C 7.855 0.688 -3.081
C 6.507 0.391 -2.945
C 6.014 -0.383 -1.884
C 4.530 -0.896 -1.761
C 4.490 -2.052 -2.826
S 3.300 -3.307 -2.917
O 3.818 -4.507 -2.280
O 2.012 -2.749 -2.486
C 2.931 -3.685 -4.661
C 4.076 -4.238 -5.486
C 5.425 -4.046 -4.839
S 5.633 -2.380 -4.146
O 5.262 -1.434 -5.187
O 7.012 -2.439 -3.670
C 6.964 -0.871 -0.970
C 8.314 -0.605 -1.084
H 11.770 0.624 -3.549
H 10.318 0.278 -4.531
H 10.479 1.849 -3.667
H 8.181 1.274 -3.937
H 5.807 0.741 -3.714
H 4.518 -1.425 -0.780
H 2.130 -4.426 -4.547
H 2.529 -2.761 -5.100
H 3.932 -5.309 -5.660
H 4.063 -3.749 -6.465
H 5.625 -4.780 -4.049
H 6.234 -4.103 -5.582
H 6.629 -1.543 -0.174
H 9.034 -1.021 -0.379
```

=====

C2HNO2 | ωB97M-V/def2-TZVPD

Values from the calculation:
- Structure (SMILES): N#COC=O
- Molar mass: 71.035 g/mol
- Gap between HOMO and LUMO: 12.008 eV

Structure (XYZ):
```
6
C2HNO2 ωB97M-V/def2-TZVPD
N 2.300 -0.068 -0.005
C 1.201 -0.394 0.058
O -0.048 -0.794 0.094
C -0.969 0.193 -0.094
O -0.627 1.337 0.120
H -1.857 -0.274 -0.172
```

=====

C4H7N3O | ωB97M-V/def2-TZVPD

Values from the calculation:
- Structure (SMILES): ON1C=NN[C@@H]2C[C@H]21
- Molar mass: 113.120 g/mol
- Gap between HOMO and LUMO: 9.074 eV

Structure (XYZ):
```
15
C4H7N3O ωB97M-V/def2-TZVPD
O -1.947 -0.703 -0.452
N -0.959 -0.814 0.463
C 0.090 -1.757 0.043
N 1.337 -1.567 -0.138
N 1.793 -0.181 0.152
C 0.673 0.584 -0.503
C -0.086 1.745 -0.084
C -0.390 0.514 0.721
H -2.686 -0.401 0.154
H -0.341 -2.829 0.089
H 2.758 -0.078 -0.361
H 0.204 0.295 -1.402
H -0.726 2.140 -0.898
H 0.252 2.673 0.562
H 0.027 0.378 1.651
```